1.
ORCA calculation (ωB97M-V with the def2-TZVPD basis set) on C16H14ClN2O6Pd as an isolated structure.

Cartesian coordinates (Å):
Pd 1.598 -0.207 -2.402
O -0.769 0.260 0.090
C -2.080 -0.016 0.244
C -2.949 1.006 -0.141
C -4.308 0.899 0.060
C -4.841 -0.230 0.678
C -3.986 -1.228 1.088
C -2.606 -1.160 0.858
C -1.813 -2.265 1.427
N -0.846 -2.976 1.001
C 2.778 -1.773 -2.243
C 3.256 -1.651 -0.778
N 3.278 -0.220 -0.569
C 2.851 0.336 0.484
C 2.492 1.753 0.472
C 2.441 2.434 1.694
C 2.062 3.754 1.803
C 1.683 4.420 0.630
C 1.672 3.773 -0.580
C 2.058 2.404 -0.741
O 1.972 1.880 -1.912
H -2.509 1.877 -0.608
H -4.958 1.704 -0.260
H -5.906 -0.318 0.846
H -4.380 -2.103 1.593
H -2.112 -2.560 2.433
H -0.224 -0.483 -0.217
H 1.371 -1.811 -2.518
H 4.252 -2.093 -0.683
H 2.550 -2.176 -0.115
H 2.619 -0.234 1.402
H 2.725 1.882 2.587
H 2.047 4.255 2.762
H 1.379 5.462 0.676
H 1.355 4.286 -1.480
O -2.413 -5.614 -1.271
Cl -0.367 -2.731 -0.634
O -1.532 -2.318 -1.528
O -1.258 -5.847 -1.064
O 3.417 -2.369 -3.083

* molar mass: 472.17 g mol⁻¹
* HOMO (spin up / spin down): -4.04 / -4.04 eV
* 2S+1: 3
* total charge: -1
* E_tot: -48077.72030 eV
* orbital gap (spin up / spin down): 6.38 / 5.65 eV
* expectation value of S²: 2.008

2.
ORCA calculation (ωB97M-V with the def2-TZVPD basis set) on one molecule with the formula C16H14N2O6 at a distorted geometry.

Cartesian coordinates (Å):
C -7.481 -0.176 -0.148
C -6.186 -0.949 -0.301
H -6.123 -1.774 0.418
H -6.086 -1.370 -1.307
O -5.096 -0.053 -0.067
C -3.868 -0.580 -0.178
O -3.646 -1.736 -0.460
C -2.831 0.407 0.072
C -1.477 0.231 0.045
N -0.905 1.439 0.322
C -1.876 2.413 0.526
O -1.694 3.576 0.782
N -3.061 1.745 0.371
H -3.973 2.160 0.454
H 0.088 1.610 0.333
C -0.684 -1.000 -0.221
H -1.001 -1.453 -1.167
H -0.837 -1.747 0.569
O 0.693 -0.657 -0.291
C 1.565 -1.470 0.331
O 1.260 -2.481 0.911
C 2.933 -0.961 0.219
C 4.095 -1.539 0.649
C 5.136 -0.634 0.303
C 6.524 -0.621 0.454
C 7.215 0.469 -0.022
C 6.559 1.538 -0.641
C 5.189 1.551 -0.804
C 4.488 0.453 -0.326
O 3.156 0.247 -0.372
H 4.677 2.372 -1.280
H 7.141 2.373 -0.999
H 8.289 0.507 0.081
H 7.029 -1.445 0.931
H 4.180 -2.485 1.143
H -7.555 0.238 0.855
H -7.519 0.640 -0.865
H -8.323 -0.839 -0.320

* molar mass: 330.30 g mol⁻¹
* HOMO: -8.22 eV
* total charge: 0
* E_tot: -32085.53443 eV
* orbital gap: 8.13 eV
* SMILES: CCOC(=O)c1[nH]c(=O)[nH]c1COC(=O)c1cc2ccccc2o1

3.
ORCA calculation (ωB97M-V with the def2-TZVPD basis set) on one molecule with the formula C16H14N4S at a distorted geometry.

Cartesian coordinates (Å):
S -1.206 -1.712 4.837
N 2.311 -1.429 1.547
N 2.703 -0.507 -0.632
C 0.070 -1.429 3.771
C -0.039 -1.331 2.292
C -1.189 -0.911 1.686
C 3.102 -1.043 0.562
C 1.057 -1.226 1.343
C 1.422 -0.133 -0.813
C 0.263 1.588 -4.720
C 1.481 1.871 -4.079
C -0.638 0.761 -3.983
C 1.816 1.472 -2.858
C -0.276 0.229 -2.715
C 0.950 0.551 -2.082
C 0.497 -0.616 0.220
N 1.282 -1.624 4.422
N -0.863 -0.374 0.504
C -2.398 -0.229 2.241
C -1.966 0.519 -0.071
C -2.815 0.769 1.262
H 4.141 -1.011 0.751
H 0.101 1.819 -5.791
H 2.198 2.522 -4.586
H -1.627 0.400 -4.382
H 2.804 1.870 -2.509
H -1.020 -0.444 -2.262
H 2.113 -1.764 3.809
H 1.376 -1.936 5.417
H -2.275 0.130 3.214
H -3.131 -1.039 2.261
H -1.433 1.489 -0.347
H -2.539 0.148 -0.955
H -3.860 0.908 1.109
H -2.415 1.713 1.539

* molar mass: 294.38 g mol⁻¹
* HOMO: -7.82 eV
* total charge: 0
* E_tot: -33613.40219 eV
* orbital gap: 7.49 eV
* SMILES: NC(=S)c1c2n(c3c(-c4ccccc4)ncnc13)CCC2

4.
ORCA calculation (ωB97M-V with the def2-TZVPD basis set) on C16H15Br4O2Pt as an isolated structure.

Cartesian coordinates (Å):
Pt -0.131 0.164 -0.253
C 0.996 1.857 -0.956
C 2.202 0.980 -0.842
C 1.979 -0.118 -1.620
C 0.649 0.038 -2.258
C 0.213 1.383 -2.050
C -0.895 2.127 -2.723
C 0.112 -0.948 -3.250
C 2.776 -1.376 -1.689
C 3.329 1.198 0.118
C 0.830 3.212 -0.328
H -0.498 2.995 -3.259
H -1.639 2.488 -2.013
H -1.408 1.495 -3.448
H 0.759 -1.040 -4.127
H -0.884 -0.663 -3.590
H 0.018 -1.933 -2.790
H 2.997 -1.661 -2.721
H 2.234 -2.209 -1.231
H 3.724 -1.267 -1.160
H 4.280 1.336 -0.404
H 3.447 0.359 0.807
H 3.167 2.085 0.728
H -0.146 3.307 0.145
H 0.925 4.013 -1.070
H 1.579 3.391 0.441
Br -3.505 -1.655 5.582
C -2.729 -1.687 3.855
C -2.871 -2.791 3.037
Br -3.842 -4.310 3.617
C -2.291 -2.784 1.759
Br -2.429 -4.256 0.582
C -1.579 -1.687 1.293
O -1.026 -1.653 0.104
C -1.427 -0.546 2.136
O -0.742 0.477 1.693
C -2.006 -0.573 3.400
Br -1.758 0.969 4.465

* molar mass: 753.99 g mol⁻¹
* HOMO: -3.55 eV
* total charge: -1
* E_tot: -304348.89477 eV
* orbital gap: 6.23 eV

5.
ORCA calculation (ωB97M-V with the def2-TZVPD basis set) on one molecule with the formula C16H15ClN2O3S.

Cartesian coordinates (Å):
C -2.903 -3.253 0.758
C -3.941 -3.172 -0.053
C -4.308 -1.991 -0.904
N -3.351 -0.915 -0.852
C -3.668 0.313 -0.384
O -4.805 0.638 -0.100
C -2.519 1.266 -0.276
C -1.224 0.831 -0.026
C -0.192 1.750 0.111
C -0.464 3.111 -0.005
C -1.755 3.541 -0.253
C -2.784 2.627 -0.382
H -3.800 2.947 -0.557
H -1.956 4.599 -0.336
H 0.338 3.827 0.105
N 1.126 1.320 0.323
S 1.579 -0.130 1.060
O 1.552 0.017 2.484
O 0.843 -1.203 0.466
C 3.274 -0.179 0.498
C 3.532 -0.572 -0.801
C 4.837 -0.597 -1.258
C 5.864 -0.227 -0.397
C 5.602 0.163 0.910
C 4.292 0.185 1.358
H 4.045 0.469 2.369
H 6.414 0.440 1.564
Cl 7.490 -0.256 -0.960
H 5.064 -0.902 -2.267
H 2.708 -0.862 -1.433
H 1.738 2.063 0.626
H -0.995 -0.213 0.104
H -2.394 -1.141 -1.065
H -4.437 -2.325 -1.942
H -5.263 -1.574 -0.564
H -4.625 -4.004 -0.153
H -2.714 -4.140 1.337
H -2.201 -2.448 0.893

* molar mass: 350.83 g mol⁻¹
* HOMO: -8.82 eV
* total charge: 0
* E_tot: -49315.39506 eV
* orbital gap: 8.87 eV
* SMILES: C=CCNC(=O)c1cccc(NS(=O)(=O)c2ccc(Cl)cc2)c1

6.
ORCA calculation (ωB97M-V with the def2-TZVPD basis set) on C16H15ClO5PSn as an isolated structure at a distorted geometry.

Cartesian coordinates (Å):
Sn 11.414 11.070 7.725
O 11.344 9.999 11.489
C 10.990 9.835 10.363
O 11.864 10.051 9.370
C 9.593 9.460 9.875
P 9.642 8.631 8.204
C 10.690 7.190 8.520
C 11.024 6.699 9.770
C 11.792 5.553 9.941
C 12.294 4.875 8.829
C 12.065 5.442 7.554
C 11.269 6.572 7.415
C 7.902 8.204 8.032
C 7.263 6.970 7.948
C 6.024 6.924 7.267
C 5.482 8.061 6.734
C 6.137 9.314 6.816
C 7.324 9.363 7.491
H 9.025 10.403 9.651
H 9.103 8.918 10.687
H 10.632 7.256 10.600
H 12.080 5.235 10.952
H 12.808 3.914 8.857
H 12.418 4.988 6.633
H 11.137 6.910 6.452
H 7.689 6.019 8.328
H 5.608 5.917 7.070
H 4.535 7.989 6.171
H 5.830 10.152 6.287
H 7.914 10.294 7.389
O 11.461 8.661 4.251
C 11.498 9.606 4.990
O 11.979 9.691 6.172
H 11.064 10.586 4.569
O 9.759 11.802 7.491
Cl 14.653 11.055 7.078
C 13.453 12.040 7.887
H 13.436 12.991 7.426
H 13.693 12.230 8.907

* molar mass: 472.43 g mol⁻¹
* HOMO: -5.38 eV
* total charge: -1
* E_tot: -54716.76585 eV
* orbital gap: 8.32 eV

7.
ORCA calculation (ωB97M-V with the def2-TZVPD basis set) on C16H15GaN5O5 as an isolated structure at a distorted geometry.

Cartesian coordinates (Å):
Ga 0.854 -0.689 -0.102
O 2.533 -0.568 -0.726
C 3.461 0.361 -0.456
C 4.793 -0.054 -0.445
C 5.803 0.846 -0.188
C 5.511 2.186 0.047
C 4.201 2.614 0.043
C 3.153 1.709 -0.187
C 1.778 2.140 -0.099
N 0.707 1.340 0.054
C -0.399 2.144 0.147
C -0.003 3.438 0.047
N 1.352 3.418 -0.107
H 5.004 -1.095 -0.629
H 6.823 0.496 -0.159
H 6.307 2.881 0.257
H 3.974 3.650 0.250
H -1.384 1.739 0.254
H -0.572 4.345 0.061
H 1.933 4.231 -0.239
O -1.263 -3.001 0.011
C -1.723 -1.884 -0.092
O -0.962 -0.817 -0.218
C -3.177 -1.595 -0.071
C -4.098 -2.643 -0.058
C -5.457 -2.374 -0.041
C -5.912 -1.066 -0.023
C -4.984 -0.032 -0.023
C -3.626 -0.283 -0.053
N -5.417 1.351 0.009
O -6.602 1.566 0.004
O -4.546 2.195 0.043
H -3.726 -3.656 -0.066
H -6.169 -3.183 -0.042
H -6.964 -0.824 -0.009
H -2.933 0.542 -0.064
N 2.703 -3.124 0.570
N 1.345 -2.829 0.284
H 2.954 -4.077 0.315
H 2.921 -2.948 1.547
H 0.643 -3.347 0.842
H 1.163 -3.101 -0.691

* molar mass: 427.05 g mol⁻¹
* HOMO: -11.54 eV
* total charge: +1
* E_tot: -86892.99008 eV
* orbital gap: 8.14 eV

8.
ORCA calculation (ωB97M-V with the def2-TZVPD basis set) on C16H15IrN7O2S3 as an isolated structure at a distorted geometry.

Cartesian coordinates (Å):
Ir 0.635 1.351 -0.141
N -1.903 4.911 0.513
C -1.003 3.936 0.469
S -1.285 2.619 -0.624
N 0.062 4.170 1.177
N 1.052 3.280 0.968
C 2.276 3.507 1.378
C 3.191 2.462 0.935
C 4.421 2.284 1.584
C 5.263 1.234 1.139
C 4.897 0.508 0.009
C 3.629 0.742 -0.578
N 2.770 1.607 -0.044
H -2.732 4.904 -0.065
H -1.739 5.678 1.112
H 2.518 4.418 1.919
H 4.707 3.032 2.337
H 6.124 1.011 1.721
H 5.590 -0.180 -0.404
H 3.179 0.060 -1.297
N -4.696 -3.871 -3.115
C -3.560 -3.495 -2.555
C -2.308 -3.967 -3.161
C -1.118 -3.419 -2.676
C -1.177 -2.660 -1.477
C -2.386 -2.309 -0.848
C -3.573 -2.803 -1.290
S 0.306 -1.959 -0.921
O 0.992 -2.999 -0.237
O 0.982 -1.236 -2.002
N -0.198 -0.760 0.040
C -0.361 -0.750 1.400
S -1.074 -1.863 2.478
C -1.174 -0.617 3.618
C -0.590 0.512 3.181
N -0.059 0.384 1.898
H -4.754 -4.140 -4.083
H -5.601 -3.509 -2.778
H -2.319 -4.612 -4.044
H -0.093 -3.680 -3.064
H -2.358 -1.767 0.074
H -4.509 -2.853 -0.766
H -1.501 -0.711 4.636
H -0.523 1.549 3.584

* molar mass: 625.76 g mol⁻¹
* HOMO (spin up / spin down): -13.42 / -13.86 eV
* 2S+1: 6
* total charge: +2
* E_tot: -66685.84841 eV
* orbital gap (spin up / spin down): 7.46 / 4.74 eV
* expectation value of S²: 8.806

9.
ORCA calculation (ωB97M-V with the def2-TZVPD basis set) on one molecule with the formula C16H15N3O2S2 at a distorted geometry.

Cartesian coordinates (Å):
O -1.960 5.083 -3.186
N -1.156 1.283 -2.179
N -0.057 -0.635 -1.499
O -2.111 3.747 -1.255
S 0.555 0.282 -3.871
S -2.443 -0.624 -0.285
C -2.089 3.968 -2.642
C -0.317 0.303 -2.366
C -0.505 1.523 -4.379
C -1.335 1.872 -3.390
C -0.809 -1.136 -0.552
C 4.137 -1.074 2.277
C 3.546 -0.259 3.249
C 3.246 -1.813 1.420
C 2.198 -0.096 3.297
C 1.841 -1.689 1.404
C 1.333 -0.758 2.399
N -0.333 -2.034 0.440
C -2.491 2.789 -3.510
C 1.037 -2.544 0.414
C -2.397 -1.405 1.380
C -0.156 -0.540 2.581
C -0.895 -1.729 1.817
H -2.095 2.755 -1.129
H -0.597 1.849 -5.419
H 5.170 -1.150 2.199
H 4.124 0.357 3.974
H 3.745 -2.519 0.727
H 1.713 0.682 3.788
H -3.441 2.310 -3.304
H -2.618 3.242 -4.486
H 1.500 -2.686 -0.593
H 0.995 -3.549 0.835
H -2.954 -2.315 1.417
H -2.849 -0.896 2.179
H -0.384 0.418 2.077
H -0.313 -0.453 3.611
H -0.835 -2.558 2.558

* molar mass: 345.45 g mol⁻¹
* HOMO: -8.09 eV
* total charge: 0
* E_tot: -47069.99838 eV
* orbital gap: 8.28 eV
* SMILES: O=C(O)Cc1csc(/N=C2\SC[C@@H]3Cc4ccccc4CN23)n1

10.
ORCA calculation (ωB97M-V with the def2-TZVPD basis set) on C16H15N5O4Re as an isolated structure at a distorted geometry.

Cartesian coordinates (Å):
Re 0.517 0.758 -0.777
O -0.446 -2.025 3.912
C 0.097 -2.910 3.073
C 0.261 -4.206 3.555
C 0.817 -5.184 2.765
C 1.244 -4.902 1.458
C 1.099 -3.640 0.967
C 0.518 -2.614 1.753
C 0.372 -1.319 1.174
O 0.948 -1.057 0.006
N -0.356 -0.388 1.789
N -0.444 0.707 1.030
C -1.271 1.672 1.307
C -1.339 2.730 0.337
C -2.231 3.785 0.423
C -2.261 4.732 -0.587
C -1.378 4.615 -1.655
C -0.511 3.544 -1.694
N -0.491 2.610 -0.729
H -0.597 -1.174 3.470
H -0.071 -4.404 4.565
H 0.923 -6.187 3.157
H 1.688 -5.676 0.848
H 1.428 -3.411 -0.036
H -1.888 1.638 2.195
H -2.898 3.847 1.273
H -2.969 5.549 -0.548
H -1.367 5.338 -2.459
H 0.188 3.422 -2.511
N 1.248 0.132 -2.811
C 0.108 -0.206 -3.713
C -1.161 -0.453 -2.903
O -2.102 -0.985 -3.379
O -1.070 0.035 -1.647
H 1.891 0.765 -3.279
H 1.787 -0.712 -2.617
H 0.295 -1.092 -4.314
H -0.114 0.633 -4.371
N 3.223 2.027 0.334
C 2.237 1.587 -0.057
H 4.078 2.419 0.697

* molar mass: 527.53 g mol⁻¹
* HOMO (spin up / spin down): -13.83 / -13.83 eV
* 2S+1: 2
* total charge: +2
* E_tot: -34590.27402 eV
* orbital gap (spin up / spin down): 4.31 / 4.46 eV
* expectation value of S²: 1.235

11.
ORCA calculation (ωB97M-V with the def2-TZVPD basis set) on C16H16AsBr2F6N8V as an isolated structure.

Cartesian coordinates (Å):
V 0.184 0.517 0.113
Br 1.012 -0.691 6.605
C 0.790 -0.207 4.825
C -0.442 0.257 4.367
C -0.559 0.583 3.036
N 0.457 0.484 2.164
C 1.647 0.035 2.611
C 1.850 -0.313 3.931
C 2.662 -0.121 1.551
C 3.973 -0.474 1.786
C 4.817 -0.697 0.703
Br 6.588 -1.188 0.976
C 4.315 -0.552 -0.588
C 3.006 -0.157 -0.736
N 2.185 0.075 0.300
H -1.285 0.356 5.034
H -1.503 0.941 2.645
H 2.808 -0.681 4.267
H 4.349 -0.583 2.793
H 4.932 -0.744 -1.454
H 2.596 -0.025 -1.726
N -1.331 -0.785 -3.664
C -0.167 -0.419 -4.214
C 0.475 0.380 -3.258
N -0.285 0.484 -2.162
C -1.412 -0.229 -2.422
C -2.461 -0.260 -1.500
N -2.382 0.476 -0.365
C -3.512 0.257 0.294
C -4.329 -0.645 -0.434
N -3.649 -0.941 -1.543
H -2.008 -1.391 -4.111
H 0.144 -0.719 -5.203
H 1.435 0.860 -3.364
H -3.747 0.719 1.240
H -5.301 -1.056 -0.205
H -3.946 -1.620 -2.234
N 0.881 2.417 -0.344
N -0.363 2.441 0.342
H 1.618 2.910 0.156
H 0.809 2.799 -1.285
H -1.124 2.790 -0.238
H -0.332 2.978 1.208
F -0.658 -1.223 0.514
As -0.120 -2.960 -0.274
F -0.923 -3.638 1.041
F 1.304 -2.705 0.639
F 0.380 -4.342 -1.068
F 0.555 -1.862 -1.487
F -1.620 -2.780 -1.125

* molar mass: 720.02 g mol⁻¹
* HOMO (spin up / spin down): -17.48 / -17.48 eV
* 2S+1: 4
* total charge: +3
* E_tot: -271667.38300 eV
* orbital gap (spin up / spin down): 7.75 / 4.73 eV
* expectation value of S²: 3.803

12.
ORCA calculation (ωB97M-V with the def2-TZVPD basis set) on C16H16BrN12O5ReS2 as an isolated structure at a distorted geometry.

Cartesian coordinates (Å):
Re -0.300 0.590 0.724
N -1.190 0.199 -1.254
C -0.319 -0.816 -1.884
C 0.244 -1.807 -0.857
O 0.591 -2.930 -1.204
N 0.333 -1.274 0.369
C 0.956 -2.005 1.453
C 1.428 -0.970 2.498
O 2.253 -1.280 3.329
O 0.836 0.191 2.412
H -2.161 -0.174 -1.183
H -1.246 1.036 -1.828
H 0.550 -0.311 -2.307
H -0.827 -1.366 -2.677
H 1.782 -2.616 1.093
H 0.231 -2.648 1.965
N -2.830 2.077 2.625
C -2.263 2.838 1.641
N -2.627 4.060 1.317
N -1.878 4.369 0.241
N -1.100 3.404 -0.075
N -1.297 2.394 0.806
C -2.766 0.714 2.614
N -3.550 -0.080 3.324
N -3.177 -1.316 3.002
N -2.220 -1.293 2.148
N -1.918 -0.010 1.858
H -3.549 2.497 3.189
S -4.214 -1.033 -0.970
C -3.637 -2.563 -1.276
N -2.934 -3.317 -0.452
C -2.563 -4.650 -0.893
C -2.625 -4.631 -2.414
S -3.900 -3.389 -2.815
H -2.705 -2.945 0.489
H -3.264 -5.382 -0.478
H -1.551 -4.881 -0.564
H -2.904 -5.587 -2.850
H -1.681 -4.290 -2.831
Br 6.318 1.093 -2.762
C 5.296 2.200 -1.591
C 5.837 3.406 -1.182
C 5.105 4.209 -0.318
C 3.859 3.802 0.127
C 3.331 2.589 -0.299
C 4.052 1.775 -1.163
C 2.000 2.149 0.244
O 1.550 2.650 1.267
O 1.391 1.217 -0.411
H 6.806 3.722 -1.541
H 5.527 5.147 0.018
H 3.274 4.406 0.806
H 3.644 0.825 -1.478

* molar mass: 786.63 g mol⁻¹
* HOMO (spin up / spin down): -5.65 / -5.45 eV
* 2S+1: 2
* total charge: -1
* E_tot: -138817.94968 eV
* orbital gap (spin up / spin down): 6.67 / 6.88 eV
* expectation value of S²: 0.755

molar mass of number 11 (C16H16AsBr2F6N8V)? 720.02 g mol⁻¹